Entry from the OMol25 dataset: a cluster of 2 separate species, C4H11NO2 in total in a non-equilibrium geometry (ωB97M-V/def2-TZVPD).

Results
**⟨S²⟩**: 0.752
**2S+1**: 2
**Charge**: -1
**HOMO-LUMO gap (alpha / beta)**: 2.3156 / 8.9545 eV
**HOMO level (alpha / beta)**: 1.191 / -4.914 eV

```
18
Properties=species:S:1:pos:R:3:forces:R:3:lowdin_spin:R:1
C -0.045720 -0.200733 1.360287 -0.01 1.59 0.82 0.09
C 0.411046 0.691138 0.189161 1.14 -1.75 0.06 0.05
C -0.340028 0.298937 -1.100978 0.42 1.57 0.47 0.07
C -0.000554 1.227414 -2.249254 -3.95 0.22 1.33 0.21
O 1.053206 1.279619 -2.819066 3.19 -0.20 -1.36 0.17
N 0.306539 2.120220 0.475912 0.15 0.73 0.13 0.03
H -0.640029 -1.081383 1.138301 0.25 -0.19 -0.45 0.02
H 0.848790 -0.413496 1.947551 -0.23 -0.48 0.16 0.02
H -0.679178 0.417062 2.011714 -0.08 -0.09 0.00 0.00
H 1.476227 0.446040 0.102025 0.02 -0.08 -0.58 0.01
H -0.132639 -0.723586 -1.416637 0.26 -0.52 0.35 0.04
H -1.366442 0.381666 -0.738225 -0.44 0.01 -0.78 0.01
H -0.865293 1.835099 -2.630501 0.12 -0.16 0.10 0.02
H 0.864876 2.377289 1.293996 -0.36 -0.60 0.34 0.02
H 0.867032 2.600022 -0.226721 -0.48 -0.03 -0.55 0.01
H -0.114742 -3.259742 1.328259 -0.13 -0.36 -0.18 0.04
H -0.899813 -4.478654 0.700272 0.29 0.53 0.18 0.04
O -0.743278 -3.516914 0.633904 -0.16 -0.19 -0.04 0.16
```
Positions in Å, forces in eV/Å.



Entry from the OMol25 dataset: a cluster of 3 separate species, C4H11NO2 in total in a non-equilibrium geometry (ωB97M-V/def2-TZVPD).

Results
**HOMO-LUMO gap**: 7.2102 eV
**HOMO level**: -8.668 eV

```
18
Properties=species:S:1:pos:R:3:forces:R:3:mulliken_charge:R:1
C -2.200905 -0.497777 0.792803 0.49 -1.92 -0.59 -0.94
N -1.128547 -0.234728 -0.174516 1.23 -0.61 1.44 -0.35
C 0.141100 -0.659591 0.183425 0.04 0.37 -2.01 -0.13
C 1.234278 0.230170 -0.420711 1.30 0.17 0.78 -0.45
C 2.533931 0.031359 0.369077 -0.08 -0.13 0.09 -0.23
O 3.617958 -0.317180 0.007821 -0.09 -0.10 -0.49 -0.45
H -2.528611 0.497371 1.082823 -0.83 -0.34 0.14 0.33
H -1.882380 -1.119648 1.656647 0.36 0.76 -0.04 0.30
H -2.910663 -1.227111 0.370729 -0.53 1.05 -0.22 0.32
H -0.233136 0.027777 1.089370 1.44 0.11 2.31 0.18
H 0.492555 -1.700404 0.390991 -0.89 0.69 0.39 0.26
H 0.811797 -0.084897 2.225859 -1.57 0.09 -1.37 0.10
H 1.393591 0.257452 -1.501944 -0.21 -0.44 0.21 0.45
H 1.051598 1.248472 -0.054754 -0.60 0.08 -0.62 0.33
H 2.342722 0.302215 1.429364 0.22 -0.02 0.16 0.25
H -0.806721 0.778951 -1.758269 -0.43 0.45 -0.02 0.39
H -1.094795 0.994405 -3.242775 0.03 0.22 0.07 0.31
O -0.833773 1.473162 -2.445934 0.12 -0.43 -0.22 -0.66
```
Positions in Å, forces in eV/Å.



Entry from the OMol25 dataset: a cluster of 2 separate species, C4H11NO2 in total in a non-equilibrium geometry (ωB97M-V/def2-TZVPD).

Results
**SMILES string**: CCCNC=O.O
**HOMO-LUMO gap**: 10.2066 eV
**HOMO level**: -9.632 eV

```
18
Properties=species:S:1:pos:R:3:forces:R:3:mulliken_charge:R:1
C 0.760733 -1.347166 -2.335582 3.21 1.73 2.23 -1.38
C -0.278402 -1.684418 -1.331519 3.13 -1.76 3.36 -0.07
C -0.217689 -0.722925 -0.152685 0.56 0.40 2.39 -0.61
N -0.812786 -1.329747 1.109331 -0.53 -1.12 0.10 -0.16
C -0.322610 -0.995235 2.374646 1.43 3.63 -2.35 0.03
O 0.535393 -0.062810 2.487931 -2.30 -3.13 0.09 -0.58
H 0.731610 -1.876748 -3.194175 -0.57 -1.69 -2.94 0.44
H 1.852997 -1.504129 -1.994853 -1.69 -0.07 0.11 0.30
H 0.802233 -0.289532 -2.558035 -0.47 0.42 -0.34 0.31
H 0.058703 -2.716868 -0.802070 -1.56 1.81 -1.71 0.25
H -1.234464 -1.561938 -1.732038 -1.67 -0.84 -0.67 0.27
H -0.758212 0.175768 -0.390911 -0.61 0.47 -0.08 0.23
H 0.773218 -0.290962 0.203553 -0.80 -1.15 -0.78 0.37
H -1.547772 -2.105564 0.984714 1.77 1.82 0.50 0.26
H -0.854983 -1.406554 3.228178 0.12 -0.52 0.10 0.35
O 0.077532 5.078086 -1.265318 2.42 -3.44 -0.65 -0.63
H 0.265443 4.088168 -1.511672 -1.67 2.25 0.41 0.31
H 1.045142 5.172852 -1.108083 -0.76 1.20 0.24 0.32
```
Positions in Å, forces in eV/Å.



Entry from the OMol25 dataset: a cluster of 2 separate species, C4H11NO2 in total in a non-equilibrium geometry (ωB97M-V/def2-TZVPD).

Results
**SMILES string**: CCC(=O)NC.O
**HOMO-LUMO gap**: 10.0983 eV
**HOMO level**: -9.458 eV

```
18
Properties=species:S:1:pos:R:3:forces:R:3:mulliken_charge:R:1
C 0.000000 0.000000 0.000000 0.48 -0.37 0.25 -1.03
C 1.113610 0.312890 1.068830 -0.87 -0.11 -0.20 -0.23
C 0.847380 -0.288780 2.491939 0.28 -1.86 0.36 0.38
O 0.827980 -1.538779 2.688059 -0.04 3.53 -0.51 -0.64
N 0.717240 0.626110 3.524649 0.33 0.47 -2.06 -0.20
C 0.860690 0.265360 4.899628 -0.16 -0.60 0.90 -0.80
H -0.552020 -0.930650 0.213930 0.35 0.33 -0.05 0.34
H 0.517250 -0.112290 -0.967710 -0.45 0.05 0.26 0.28
H -0.724370 0.827730 -0.082230 0.34 -0.35 0.12 0.29
H 2.083639 -0.103510 0.735500 -0.54 0.11 0.26 0.29
H 1.179830 1.415850 1.001450 0.33 -0.46 0.74 0.19
H 0.878320 1.598489 3.250689 -0.10 -0.71 0.28 0.28
H 1.841299 -0.205410 5.082358 -0.35 0.08 0.03 0.26
H 0.069370 -0.456960 5.161668 0.41 0.24 0.05 0.25
H 0.765140 1.145810 5.557117 -0.01 -0.32 -0.45 0.33
O 0.995210 4.190898 -0.853220 -0.39 0.58 -0.97 -0.63
H 0.329360 4.914158 -0.895810 0.72 -0.78 0.00 0.32
H 1.284310 4.064709 -1.785289 -0.34 0.16 0.99 0.32
```
Positions in Å, forces in eV/Å.



Entry from the OMol25 dataset: a cluster of 2 separate species, C4H11NO2 in total in a non-equilibrium geometry (ωB97M-V/def2-TZVPD).

Results
**SMILES string**: CC(N)=O.CCO
**HOMO-LUMO gap**: 10.3072 eV
**HOMO level**: -9.523 eV

```
18
Properties=species:S:1:pos:R:3:forces:R:3:mulliken_charge:R:1
C 0.770323 1.959419 -1.176795 -2.05 -0.20 -0.13 -1.00
C -0.612181 2.129441 -0.517443 -2.34 1.42 0.32 0.72
N -1.788048 1.664260 -1.123382 1.81 0.25 0.57 -0.45
O -0.829906 2.826342 0.454810 1.54 -0.13 0.62 -0.62
H 0.653645 1.316304 -2.058228 0.61 -0.84 0.72 0.33
H 1.455932 1.734787 -0.350350 0.13 -0.16 -0.83 0.19
H 0.972389 2.872775 -1.706048 0.43 0.91 0.48 0.39
H -2.579032 1.532120 -0.482249 0.68 -0.02 -0.82 0.24
H -1.578407 1.097109 -1.897121 -0.79 -1.25 -0.87 0.20
C 0.435928 -2.771143 1.170689 4.46 -1.11 -0.87 -1.13
C 0.420088 -1.409761 0.538369 1.41 -0.17 -0.88 -0.24
O -0.344083 -0.606003 1.319576 -1.67 2.02 0.86 -0.48
H -0.475052 -3.205659 1.276870 -3.12 -0.77 -0.06 0.35
H 0.899588 -2.945372 2.172085 0.00 1.03 -0.59 0.31
H 1.014250 -3.465239 0.515042 -0.30 0.27 0.32 0.32
H 1.322842 -0.856138 0.223246 1.11 -0.74 1.34 0.24
H 0.130153 -1.401676 -0.502741 -1.76 -0.66 -0.23 0.31
H 0.131570 -0.471566 2.143671 -0.14 0.15 0.06 0.30
```
Positions in Å, forces in eV/Å.



Entry from the OMol25 dataset: a cluster of 2 separate species, C4H11NO2 in total in a non-equilibrium geometry (ωB97M-V/def2-TZVPD).

Results
**SMILES string**: CC(C)NC=O.O
**HOMO-LUMO gap**: 10.3820 eV
**HOMO level**: -9.529 eV

```
18
Properties=species:S:1:pos:R:3:forces:R:3:mulliken_charge:R:1
C 0.412690 -0.212953 1.189985 -0.89 -0.90 0.70 -1.31
C 0.291483 -1.186232 0.013053 0.62 0.90 -0.19 0.34
C -0.872025 -0.736621 -0.886568 0.13 -0.01 -0.81 -1.40
N 1.564566 -1.280987 -0.744126 -0.91 -0.23 0.25 -0.19
C 2.016058 -0.267888 -1.532812 0.83 0.36 0.13 -0.04
O 1.969720 0.898790 -1.205348 -0.63 0.08 -0.28 -0.51
H 0.409632 0.827846 0.893795 0.34 0.03 -0.24 0.29
H -0.477559 -0.348937 1.819100 0.05 0.07 -0.04 0.38
H 1.259559 -0.459119 1.825106 0.24 0.16 -0.10 0.37
H 0.152136 -2.211366 0.354484 -0.25 0.10 0.22 0.39
H -0.727311 -0.950265 -1.955281 0.27 -0.33 0.30 0.40
H -0.935750 0.350289 -0.865857 -0.30 0.02 0.25 0.32
H -1.827388 -1.202480 -0.641563 0.07 0.22 0.38 0.35
H 1.938812 -2.209426 -0.733631 0.28 -0.02 -0.87 0.23
H 2.460200 -0.517948 -2.515777 0.16 -0.44 0.33 0.38
O -2.545653 2.909701 1.982069 -0.23 0.44 -0.77 -0.64
H -1.892368 3.579948 1.737660 0.06 -0.19 0.27 0.32
H -3.196802 3.017650 1.265711 0.18 -0.26 0.49 0.32
```
Positions in Å, forces in eV/Å.